1.
Computed, not measured: a structure of composition C24H30CeN2P2S, with ωB97M-V/def2-TZVPD.

Structure (XYZ):
```
60
Properties=species:S:1:pos:R:3:mulliken_charge:R:1
C -0.089 2.766 -3.369 -0.966
C 0.012 2.194 -2.104 0.427
C -1.180 1.950 -1.373 0.745
C -2.424 2.324 -1.882 0.477
C -2.489 2.933 -3.137 -0.938
C -1.333 3.144 -3.892 -0.986
C -3.639 2.002 -1.048 -1.165
C -3.355 2.212 0.417 0.424
C -2.087 1.845 0.869 0.653
C -1.727 1.963 2.234 0.300
C -2.690 2.402 3.138 -0.935
C -3.970 2.767 2.702 -0.962
C -4.290 2.685 1.342 -0.969
H 0.824 2.941 -3.943 0.428
H -3.465 3.235 -3.532 0.441
H -1.389 3.606 -4.881 0.401
H -4.514 2.578 -1.376 0.554
H -2.424 2.486 4.194 0.426
H -4.709 3.122 3.425 0.403
H -5.286 2.979 0.995 0.442
N -1.145 1.428 -0.080 0.329
Ce -0.432 -0.708 0.126 0.424
C 1.365 1.839 -1.517 -0.990
H 1.496 2.304 -0.523 0.285
H 2.180 2.165 -2.176 0.614
C -0.298 1.686 2.671 -1.021
H 0.400 2.309 2.086 0.382
H -0.164 1.893 3.736 0.640
P 1.542 0.012 -1.271 0.927
P 0.320 -0.031 2.472 0.856
C -0.468 -1.067 3.696 -1.359
H -0.096 -2.101 3.612 0.499
H -0.208 -0.648 4.666 0.470
H -1.554 -1.080 3.550 0.350
C 2.061 -0.011 2.775 -1.113
H 2.185 0.197 3.839 0.484
H 2.516 -0.979 2.525 0.121
H 2.549 0.771 2.181 0.333
C 1.334 -0.687 -2.927 -1.433
H 1.983 -0.149 -3.626 0.461
H 1.608 -1.752 -2.907 0.441
H 0.291 -0.604 -3.268 0.383
C 3.220 -0.319 -0.792 -1.043
H 3.333 -1.381 -0.527 0.173
H 3.876 -0.080 -1.633 0.455
H 3.502 0.282 0.080 0.362
H -3.893 0.927 -1.198 0.224
H -1.741 -0.838 1.151 0.100
S 0.217 -3.073 1.352 -0.418
C 1.244 -3.866 0.280 0.341
N 2.611 -3.864 0.505 0.113
C 3.442 -4.624 -0.270 -0.303
C 2.912 -5.402 -1.280 -0.567
C 1.538 -5.416 -1.523 -0.392
C 0.699 -4.648 -0.742 -0.470
H 2.990 -3.305 1.289 0.277
H 4.494 -4.603 -0.048 0.445
H 3.570 -6.018 -1.881 0.446
H 1.117 -6.034 -2.300 0.466
H -0.373 -4.660 -0.878 0.506
```

2S+1: 1
Gap between HOMO and LUMO in eV: 5.72
Max |F| in eV Å⁻¹: 5.060
Total charge: +2
Energy relative to the best compared isomer or geometry (same formula, charge and spin) in kcal/mol: 0.0
LUMO level in Ha: -0.249
E in eV: -70680.0534
Molar mass in u: 580.65

2.
Computed, not measured: a structure of composition C6H12F7NOSi2, with ωB97M-V/def2-TZVPD.

Structure (XYZ):
```
29
Properties=species:S:1:pos:R:3:nbo_charge:R:1
C -0.502 -3.615 -1.997 -0.637
C 0.253 -2.492 -1.057 -0.436
C 0.218 -1.052 -1.888 -0.247
N 0.831 0.086 -1.089 -1.054
Si -0.320 0.773 0.120 1.727
O -1.932 1.068 -0.589 -1.190
Si -3.059 -0.210 -0.138 1.174
C 0.348 2.512 0.686 0.280
F 0.599 3.273 -0.595 -0.340
F -0.720 3.256 1.393 -0.331
C 1.790 2.454 1.462 0.581
F 2.583 3.667 1.037 -0.312
F 2.631 1.270 1.122 -0.320
C 1.706 2.523 3.098 0.936
F 1.113 3.796 3.627 -0.303
F 3.136 2.534 3.584 -0.326
F 1.094 1.307 3.729 -0.319
H -0.201 -3.353 -3.119 0.212
H -1.665 -3.566 -1.876 0.216
H -0.123 -4.703 -1.773 0.223
H -0.198 -2.424 0.020 0.211
H 1.388 -2.836 -0.987 0.207
H -0.834 -0.804 -2.345 0.219
H 0.940 -1.223 -2.823 0.207
H 1.680 -0.337 -0.632 0.398
H -0.521 -0.107 1.301 -0.208
H -4.172 0.241 0.710 -0.176
H -3.695 -0.664 -1.401 -0.191
H -2.367 -1.372 0.421 -0.199
```

2S+1: 1
Gap between HOMO and LUMO in eV: 9.89
Max |F| in eV Å⁻¹: 5.668
LUMO level in Ha: -0.001
E in eV: -44729.1882
Molar mass in u: 303.33